[1]
This record from the OMol25 dataset describes a molecular structure, C31H75Cl4N5. The level of theory is ωB97M-V with the def2-TZVPD basis set.

Properties
Total energy ... -90898.4506 eV
ΔE to the lowest compared entry with this formula, charge and spin ... 98.7 kJ/mol
Frontier orbital gap ... 8.149 eV
HOMO ... -7.7 eV

Geometry (Å):
C1 -3.1175 2.7086 0.8809
C2 -2.8864 4.1717 0.8979
N1 -1.6069 4.3302 1.5553
C3 -1.3317 5.6997 2.1087
C4 0.0198 5.9099 2.9188
C5 -0.3848 3.9389 0.8462
C6 -0.1865 4.6915 -0.4603
H1 -2.4336 2.0843 0.3061
H2 -4.1027 2.4227 0.5125
H3 -3.1073 2.2044 1.8473
H4 -2.8748 4.7303 -0.0380
H5 -3.6658 4.6296 1.5070
H6 -1.4272 6.5219 1.3996
H7 -2.0583 5.9095 2.8937
H8 -0.0419 6.7819 3.5699
H9 0.0926 5.0944 3.6384
H10 0.9040 6.0304 2.2928
H11 -0.4641 2.8742 0.6269
H12 0.5787 4.0153 1.3501
H13 0.3639 5.6083 -0.2486
H14 -1.1140 4.8811 -1.0004
H15 0.4258 4.0808 -1.1237
C7 8.6186 -0.2214 4.8343
C8 7.3569 0.3651 4.0967
N2 6.1747 0.2793 4.8544
C9 6.2302 0.7386 6.2224
C10 5.9862 2.1937 6.3445
C11 4.9606 0.2516 4.0224
C12 3.7356 -0.1813 4.8791
H16 8.9471 0.5167 5.5661
H17 9.4283 -0.4955 4.1581
H18 8.2926 -1.1517 5.2995
H19 7.4877 1.4122 3.8234
H20 7.3436 -0.0419 3.0857
H21 5.4956 0.2192 6.8377
H22 7.2034 0.4519 6.6210
H23 4.9090 2.3537 6.2985
H24 6.2819 2.6208 7.3027
H25 6.5178 2.7877 5.6010
H26 5.1065 -0.3305 3.1124
H27 4.7822 1.2498 3.6227
H28 2.8256 -0.4098 4.3244
H29 3.4257 0.5784 5.5967
H30 3.8955 -1.0702 5.4894
C13 -1.5513 -2.4422 3.3632
C14 -2.9527 -1.9213 3.0767
N3 -4.0653 -2.9527 2.8875
C15 -3.7190 -4.0986 1.9927
C16 -3.4122 -3.6311 0.5363
C17 -4.5681 -3.4517 4.1802
C18 -5.1877 -2.2822 4.9095
H31 -1.2356 -3.2533 2.7071
H32 -1.5008 -2.7291 4.4135
H33 -0.7920 -1.6634 3.2919
H34 -3.1389 -1.1383 3.8117
H35 -2.9518 -1.3005 2.1807
H36 -2.9148 -4.7665 2.3015
H37 -4.5595 -4.7921 2.0200
H38 -4.1200 -2.8269 0.3351
H39 -2.5131 -3.0178 0.4771
H40 -3.5773 -4.3658 -0.2518
H41 -3.7024 -3.8155 4.7336
H42 -5.3087 -4.2137 3.9374
H43 -4.4956 -1.6332 5.4462
H44 -5.8796 -2.6891 5.6470
H45 -5.7244 -1.5350 4.3249
C19 0.7556 3.4787 -8.0137
C20 -0.0273 2.3444 -7.3101
N4 0.1755 2.2511 -5.8476
C21 1.6088 2.0000 -5.4828
C22 2.2003 2.9195 -4.4512
C23 -0.8041 1.4434 -5.1736
C24 -0.8523 1.4686 -3.5955
H46 0.6716 3.3395 -9.0915
H47 1.8057 3.4170 -7.7279
H48 0.2931 4.4033 -7.6683
H49 -1.0744 2.3189 -7.6118
H50 0.3110 1.4753 -7.8744
H51 2.2610 2.0405 -6.3552
H52 1.7771 0.9485 -5.2504
H53 1.9206 3.9621 -4.6025
H54 3.2779 3.0699 -4.3862
H55 1.8214 2.7987 -3.4363
H56 -1.8082 1.7890 -5.4194
H57 -0.7311 0.4103 -5.5136
H58 -0.0697 0.7988 -3.2392
H59 -0.6742 2.3916 -3.0437
H60 -1.7585 0.9671 -3.2559
C25 -1.5526 -2.1218 -2.4823
C26 -2.6511 -3.1181 -2.9679
N5 -1.8914 -4.1112 -3.7236
C27 -1.3537 -5.1802 -2.7978
C28 -0.2127 -5.9513 -3.5575
C29 -2.8457 -4.8154 -4.6205
C30 -3.2812 -3.9024 -5.8742
H61 -2.1105 -1.2385 -2.1714
H62 -0.8787 -1.9864 -3.3282
H63 -1.0671 -2.5799 -1.6206
H64 -3.2419 -3.5273 -2.1484
H65 -3.2210 -2.4706 -3.6343
H66 -0.8162 -4.6886 -1.9870
H67 -2.1209 -5.8793 -2.4649
H68 -0.6018 -6.8013 -4.1181
H69 0.4210 -5.3202 -4.1806
H70 0.4525 -6.3357 -2.7843
H71 -3.7420 -5.1816 -4.1199
H72 -2.3857 -5.6904 -5.0797
H73 -2.5366 -3.6920 -6.6419
H74 -3.7601 -2.9718 -5.5698
H75 -4.0456 -4.4671 -6.4080
C31 0.7474 -0.9658 0.3734
Cl1 1.2929 -0.5704 -1.2157
Cl2 -0.8522 -0.4196 0.6576
Cl3 0.6754 -2.7035 0.6425
Cl4 1.7842 -0.2621 1.5783

***

[2]
This record from the OMol25 dataset describes a molecular structure, C31H76N5NaO13. The level of theory is ωB97M-V with the def2-TZVPD basis set.

Properties
Total energy ... -71860.9551 eV
ΔE to the lowest compared entry with this formula, charge and spin ... 0.0 kJ/mol
Frontier orbital gap ... 8.188 eV
HOMO ... -8.2 eV

Geometry (Å):
Na1 1.9512 -2.8134 2.1337
O1 -0.4493 -0.2516 -0.2559
C1 0.5077 -1.1859 0.0699
O2 1.2831 -0.8729 0.9885
O3 0.4728 -2.2615 -0.5685
H1 -1.0344 -0.6878 -0.8993
C2 0.8349 -0.0592 -5.6154
O4 -0.0267 -1.1293 -5.2728
C3 -0.2911 -1.2018 -3.8905
C4 -1.4021 -2.2271 -3.6907
N1 -1.7438 -2.2998 -2.2868
C5 -2.8859 -3.1332 -1.9569
C6 -4.1623 -2.7667 -2.6437
O5 -4.2014 -3.3796 -3.9180
C7 -5.3556 -3.0364 -4.6341
H2 1.7116 -0.0562 -4.9578
H3 0.3164 0.9015 -5.6200
H4 1.2014 -0.2716 -6.6210
H5 -0.6990 -0.2610 -3.4928
H6 0.6309 -1.4564 -3.3551
H7 -1.0800 -3.2091 -4.0821
H8 -2.2048 -1.9133 -4.3574
H9 -0.9231 -2.5534 -1.7310
H10 -3.0088 -3.1583 -0.8687
H11 -2.6831 -4.2022 -2.1740
H12 -4.3269 -1.6825 -2.7034
H13 -5.0266 -3.1652 -2.0834
H14 -5.3953 -1.9640 -4.8766
H15 -6.2651 -3.2744 -4.0614
H16 -5.3698 -3.5857 -5.5724
C8 2.3913 3.6943 1.4417
O6 1.0148 3.5509 1.6034
C9 0.6862 2.3625 2.3416
C10 -0.7571 2.0503 2.2713
N2 -1.5762 3.0334 2.9923
C11 -2.9080 2.5023 3.2977
C12 -3.8410 2.4157 2.0769
O7 -3.7270 3.6464 1.3738
C13 -4.6789 3.7650 0.3553
H17 2.8687 2.7456 1.1691
H18 2.8637 4.0807 2.3609
H19 2.5865 4.4383 0.6684
H20 1.0397 2.6111 3.3547
H21 1.2756 1.5236 1.9559
H22 -0.8728 1.0968 2.7962
H23 -1.0368 1.9136 1.2216
H24 -1.7520 3.7998 2.3457
H25 -3.3633 3.1801 4.0217
H26 -2.7799 1.4945 3.6971
H27 -4.8598 2.2911 2.4541
H28 -3.4899 1.6212 1.4096
H29 -5.7063 3.7335 0.7292
H30 -4.5242 3.0424 -0.4570
H31 -4.5445 4.7372 -0.1307
C14 5.6374 -5.4521 -1.4204
O8 4.4121 -5.8879 -0.8872
C15 3.4639 -4.8424 -0.8134
C16 2.2950 -5.3228 0.0124
N3 2.5483 -5.1252 1.4295
C17 1.5762 -5.7211 2.3678
C18 0.1481 -5.3709 2.0387
O9 -0.1321 -3.9943 2.3212
C19 -1.3749 -3.5898 1.7690
H32 6.2379 -6.3285 -1.6697
H33 6.1738 -4.8277 -0.7002
H34 5.4926 -4.9423 -2.3817
H35 3.1253 -4.5279 -1.8079
H36 3.9338 -3.9651 -0.3478
H37 2.1098 -6.3777 -0.2626
H38 1.3818 -4.8487 -0.3593
H39 3.4592 -5.5518 1.5693
H40 1.8419 -5.2824 3.3372
H41 1.7225 -6.8020 2.4678
H42 -0.5196 -5.9675 2.6746
H43 -0.0969 -5.5845 0.9959
H44 -1.3471 -2.5300 1.5287
H45 -2.1929 -3.8409 2.4548
H46 -1.5868 -4.1155 0.8312
C20 -2.4089 9.1266 -4.5975
O10 -2.2078 9.2362 -3.2153
C21 -1.8357 8.0217 -2.5789
C22 -0.4660 7.5192 -3.0050
N4 -0.1014 6.3501 -2.2476
C23 1.0765 5.6648 -2.7159
C24 1.2305 4.3012 -2.1007
O11 0.3102 3.4071 -2.6738
C25 0.2758 2.1781 -1.9509
H47 -1.4721 8.9537 -5.1361
H48 -2.8338 10.0600 -4.9672
H49 -3.1311 8.3373 -4.8498
H50 -2.6100 7.2606 -2.7407
H51 -1.8004 8.2919 -1.5232
H52 0.2564 8.3307 -2.8833
H53 -0.4906 7.2668 -4.0809
H54 -0.8478 5.7009 -2.0479
H55 1.9808 6.2427 -2.4881
H56 1.0784 5.5617 -3.8188
H57 1.0385 4.3613 -1.0171
H58 2.2582 3.9336 -2.2469
H59 1.2210 1.6621 -2.1355
H60 -0.5721 1.6090 -2.3211
H61 0.0807 2.4002 -0.8988
C26 4.9221 -1.4556 1.3875
O12 4.2842 -2.1176 2.4627
C27 4.1613 -1.2095 3.5558
C28 3.4647 -1.8949 4.6958
N5 2.0187 -2.0400 4.4605
C29 1.2830 -0.7664 4.4489
C30 -0.1851 -1.0723 4.5172
O13 -0.4171 -1.9079 5.6505
C31 -1.6566 -2.5493 5.6306
H62 4.2821 -0.6772 0.9649
H63 5.1497 -2.1915 0.6126
H64 5.9061 -1.0482 1.6531
H65 3.6603 -0.2748 3.2678
H66 5.1701 -0.8773 3.8365
H67 3.6413 -1.3601 5.6414
H68 3.9016 -2.8891 4.8149
H69 1.6253 -2.5495 5.2451
H70 1.4336 -0.2540 3.4945
H71 1.5984 -0.1065 5.2680
H72 -0.4971 -1.5767 3.5964
H73 -0.7696 -0.1541 4.6442
H74 -2.4971 -1.8396 5.6140
H75 -1.7260 -3.1515 6.5338
H76 -1.7759 -3.1870 4.7438

***

[3]
This record from the OMol25 dataset describes 6 unconnected molecules or ions with the total composition C31H76N5O13. The level of theory is ωB97M-V with the def2-TZVPD basis set.

Properties
Total energy ... -67423.2541 eV
ΔE to the lowest compared entry with this formula, charge and spin ... 346.5 kJ/mol
Net charge ... -1
Frontier orbital gap ... 7.720 eV
HOMO ... -5.6 eV

Geometry (Å):
C1 -0.3768 1.7573 -0.1192
O1 -1.3728 2.3763 -0.4212
O2 -0.4148 0.5403 -0.5152
O3 0.5592 2.1873 0.5778
H1 -1.1038 0.5783 -1.0742
C2 -3.1898 -0.4837 1.6598
O4 -2.5918 -0.7317 2.7928
C3 -1.2318 -0.2297 3.0368
C4 -1.2448 1.2673 3.3398
N1 0.0632 1.9373 3.3848
C5 0.0162 3.3483 3.8028
C6 1.4432 3.7143 4.2068
O5 1.3472 5.0493 4.7408
C7 2.4532 5.4323 5.4368
H2 -2.5238 -0.4747 0.7898
H3 -3.4608 0.5073 1.6508
H4 -4.0928 -1.2487 1.5058
H5 -0.6038 -0.2197 2.1328
H6 -0.6198 -0.7147 3.8578
H7 -1.8558 1.3883 4.3998
H8 -1.9098 1.8373 2.8068
H9 0.3722 1.8983 2.3888
H10 -0.6978 3.5303 4.6398
H11 -0.2238 3.9413 3.0538
H12 1.8992 3.3513 3.3238
H13 1.6932 3.0873 4.9388
H14 2.7802 4.8413 6.3408
H15 2.3722 6.5343 5.6788
H16 3.2632 5.2913 4.8048
C8 5.2482 -8.7047 -6.7122
O6 5.4182 -7.8887 -5.7492
C9 4.4732 -6.7737 -5.9052
C10 4.6992 -5.9797 -4.5162
N2 4.0192 -4.6527 -4.7362
C11 4.1202 -3.7717 -3.6122
C12 3.2452 -2.5597 -3.7372
O7 3.1682 -1.8697 -2.4412
C13 2.1982 -0.8647 -2.3442
H17 6.1192 -9.2747 -6.7082
H18 5.2042 -8.4577 -7.6232
H19 4.6572 -9.4827 -6.2242
H20 3.4752 -7.1477 -5.8462
H21 4.7702 -6.2547 -6.7612
H22 5.7272 -5.7987 -4.1762
H23 4.2372 -6.2277 -3.5172
H24 3.0222 -4.9817 -4.8192
H25 5.2282 -3.4207 -3.2112
H26 3.6532 -4.1837 -2.6462
H27 2.4012 -2.8347 -4.0522
H28 3.8862 -1.8707 -4.5122
H29 1.7962 -0.8377 -1.4312
H30 1.6442 -0.8947 -3.1552
H31 2.7322 0.1663 -2.2942
C14 0.7042 -7.5837 6.5768
O8 1.6002 -6.8857 6.0668
C15 1.3092 -5.4547 5.7248
C16 2.3072 -4.8927 4.8298
N3 2.0692 -3.4607 4.4558
C17 3.0252 -3.1937 3.3308
C18 2.5682 -1.7457 2.8538
O9 3.7032 -1.1567 2.1578
C19 3.1182 0.0873 1.6208
H32 0.8212 -7.5497 7.8468
H33 1.0582 -8.4417 6.8138
H34 -0.4808 -7.6617 6.2088
H35 1.1082 -4.8807 6.6068
H36 0.4122 -5.3737 4.9928
H37 2.2992 -5.3187 3.8438
H38 3.3732 -4.8087 5.2938
H39 2.5222 -2.9157 5.1728
H40 2.9622 -3.8287 2.5908
H41 3.9692 -3.0547 3.6188
H42 2.1682 -1.1287 3.5958
H43 1.8472 -2.1117 2.0928
H44 2.1942 -0.1787 1.0518
H45 3.7432 0.6723 0.7658
H46 2.6862 0.7513 2.2718
C20 0.4892 7.5623 -1.8212
O10 -0.3928 7.1893 -0.9422
C21 -1.2068 6.0633 -1.3132
C22 -2.0878 5.8703 0.0038
N4 -3.0448 4.7943 -0.3812
C23 -3.8938 4.3933 0.7128
C24 -4.8038 3.1633 0.4208
O11 -5.6888 3.1203 1.4688
C25 -6.5258 1.9553 1.6118
H47 1.1612 6.6163 -1.6942
H48 0.8142 8.5353 -1.4952
H49 0.0782 7.7293 -2.7972
H50 -0.5948 5.1593 -1.6382
H51 -1.9068 6.4393 -2.1502
H52 -2.5878 6.5923 0.3028
H53 -1.6728 5.4243 0.8368
H54 -2.4388 3.9733 -0.7022
H55 -4.6028 5.1813 0.8338
H56 -3.1478 4.1263 1.6168
H57 -4.0568 2.2853 0.0448
H58 -5.3318 3.1983 -0.5352
H59 -6.1498 1.2423 2.1278
H60 -7.0928 1.7043 0.7158
H61 -7.2938 2.1113 2.2558
C26 -5.8388 -1.4817 -1.1542
O12 -4.7658 -1.4077 -1.6652
C27 -4.4608 -0.0697 -2.0532
C28 -3.1488 -0.0927 -2.6842
N5 -2.5298 1.2203 -2.8302
C29 -1.4098 1.3503 -3.7562
C30 -1.2848 2.8723 -4.1322
O13 -0.1138 3.2713 -4.7752
C31 -0.1858 4.5833 -5.1802
H62 -5.9228 -0.8697 -0.1792
H63 -5.8918 -2.5377 -0.7852
H64 -6.6338 -1.0997 -1.7562
H65 -4.4038 0.3793 -1.1982
H66 -4.9678 0.3493 -2.8102
H67 -3.1438 -0.4037 -3.5742
H68 -2.4618 -0.7007 -2.2512
H69 -2.0508 1.4183 -1.9822
H70 -1.5868 0.7793 -4.6912
H71 -0.5808 1.0603 -3.1802
H72 -1.1978 3.3823 -3.1632
H73 -2.1368 3.2173 -4.5272
H74 -0.9468 4.8703 -5.7322
H75 0.7912 4.6083 -5.8372
H76 -0.1268 5.2653 -4.3992

***

What is the formula in the third record? C31H76N5O13